No. 1
Below is a molecular structure, C27H16F5N5Pd in a non-equilibrium geometry, with properties calculated with ωB97M-V/def2-TZVPD.

XYZ file:
```
54
Properties=species:S:1:pos:R:3
Pd 0.4065 -1.3720 -0.2588
C 3.1066 1.4507 -0.0375
N 2.5716 2.4860 -0.8604
C 3.2959 2.7866 -2.0327
C 1.5254 3.2635 -0.3902
C -0.4432 1.6494 -0.9439
C -0.6282 2.2296 -2.0938
C -1.3613 1.6986 -3.2845
C -1.3134 0.4939 -3.8204
C -0.6557 -0.5713 -3.0622
C -0.5440 -0.5399 -1.6814
H 4.1791 1.5782 0.2451
H 3.0743 0.4336 -0.5654
H 2.5645 1.3760 0.9026
H 4.1000 3.5776 -1.8519
H 2.6357 3.1938 -2.6780
H 3.6938 1.8188 -2.2742
H 1.2056 3.9076 -1.2489
H 1.7326 4.0240 0.4542
H -0.3137 3.2686 -2.1932
H -1.9356 2.4498 -3.7816
H -1.9608 0.1773 -4.6575
H -0.2618 -1.5306 -3.5202
F 0.0836 0.0147 3.1537
C -1.1098 0.4253 2.7658
C -2.1719 -0.3089 3.2184
F -1.8320 -1.4065 3.9883
C -3.4803 -0.0352 2.9687
C -3.6193 1.1389 2.1433
C -2.5617 1.8378 1.6822
F -2.7238 2.9463 0.9365
C -1.2294 1.4945 1.8924
C -0.0217 2.2726 1.3483
C 0.2852 2.4975 0.0702
N -0.8304 0.3153 -0.6692
C 0.8563 2.8236 2.3400
N 1.4457 3.1724 3.2972
F -4.8042 1.5983 1.7876
C -4.5485 -0.7731 3.4488
C -5.8045 -0.1642 3.7043
N -6.8513 0.2166 4.0334
C -4.4853 -2.1866 3.6420
N -4.2676 -3.3301 3.7706
F 3.1547 -6.7381 -1.4048
C 2.5815 -5.5787 -1.1481
C 1.4464 -5.5248 -0.2930
C 0.9033 -4.2790 0.0495
C 1.3185 -3.1044 -0.5668
C 2.4506 -3.2187 -1.3814
C 3.0355 -4.4418 -1.7040
H 1.2891 -6.4306 0.2211
H -0.0388 -4.3191 0.6432
H 2.8961 -2.3507 -1.9181
H 3.9601 -4.4129 -2.3855
```

Values from the calculation:
Relative energy (zero: lowest compared OMol25 entry of this formula, charge and spin) = 3.299 eV
Largest force on an atom = 3.6 eV Å⁻¹
Total charge = -2
E = -52771.17522 eV

Atom charges from the Löwdin analysis, given in e for atoms 1 to 4: 0.7673 -0.0880 -0.2815 -0.0808

***

No. 2
Below is a gas-phase ion, C5H14N2 (charge +1) in a non-equilibrium geometry, with properties calculated with ωB97M-V/def2-TZVPD.

XYZ file:
```
21
Properties=species:S:1:pos:R:3
C -1.3947 -1.5997 -1.6022
N -0.0769 -0.8995 -1.3965
C 0.5527 2.4639 -0.2563
C -0.2111 1.1979 0.0808
C 0.3706 -0.1749 -0.1726
C 0.1963 -1.0713 1.0851
N 0.7377 -0.4597 2.2589
H -1.6976 -2.3338 -0.7400
H -2.1059 -0.8171 -1.4435
H -1.4895 -2.0216 -2.6030
H 0.7998 -1.4110 -1.8084
H 1.6464 2.5426 0.1523
H 0.5495 2.4478 -1.3301
H 0.0391 3.3637 0.1378
H -1.2866 1.2644 -0.2878
H -0.4449 1.1251 1.1282
H 1.3993 -0.2495 -0.1519
H 0.7829 -2.0000 1.0146
H -0.8301 -1.2837 1.1947
H 0.7541 0.5336 2.2883
H 1.7089 -0.6172 2.4518
```

Values from the calculation:
Relative energy (zero: lowest compared OMol25 entry of this formula, charge and spin) = 1.898 eV
Spin multiplicity = 2
Largest force on an atom = 3.3 eV Å⁻¹
Total charge = +1
⟨S²⟩ = 0.757
E = -8382.51205 eV

Atom charges from the Löwdin analysis, given in e for atoms 1 to 4: -0.0003 0.1206 -0.0766 -0.2219

***

No. 3
Below is a molecular structure, C31H25AsBrN9O7PtS in a non-equilibrium geometry, with properties calculated with ωB97M-V/def2-TZVPD.

XYZ file:
```
76
Properties=species:S:1:pos:R:3
Pt -0.8848 -2.0022 -0.4234
C 4.3218 0.2736 0.3955
N 3.0517 -0.3783 0.2389
C 2.0063 0.0833 -0.6154
N 0.4415 -0.8092 0.9112
C 1.4638 -1.5652 1.3092
N 2.7334 -1.3403 1.1349
C 4.3736 1.2889 1.5216
C 5.5572 1.4992 2.2234
C 5.6098 2.4102 3.2675
C 4.4911 3.1383 3.6224
C 3.3058 2.9450 2.9160
C 3.2507 2.0169 1.8764
C 2.1209 3.6978 3.2566
N 1.9812 4.5973 4.1895
N 0.7109 5.0170 4.1534
C 0.1147 4.3637 3.1987
O 0.9637 3.5091 2.5837
C -1.2633 4.4546 2.7741
C -2.1842 5.2137 3.4950
C -3.5024 5.2499 3.0842
C -3.9096 4.5452 1.9613
C -2.9913 3.8095 1.2252
C -3.4155 3.0376 -0.0028
N -3.2090 1.6249 0.1869
C -2.2021 0.8618 -0.2469
N -2.3855 -0.3771 0.1681
C -3.5322 -0.3170 0.8803
N -4.0516 0.8826 0.9070
C -1.6694 3.7609 1.6370
H 4.5737 0.7613 -0.5517
H 5.0565 -0.5125 0.5896
H 2.2764 1.0681 -1.0349
H 1.2084 -2.4017 1.9406
H 6.4449 0.9466 1.9512
H 6.5317 2.5454 3.8134
H 4.5120 3.8557 4.4281
H 2.3141 1.8657 1.3621
H -1.8498 5.7503 4.3676
H -4.2256 5.8216 3.6446
H -4.9454 4.5658 1.6574
H -2.8257 3.3456 -0.8708
H -4.4770 3.2046 -0.2006
H -1.3804 1.2040 -0.8435
H -3.9772 -1.1536 1.3760
H -0.9454 3.1829 1.0816
O -0.7270 -0.4229 -2.7058
As 0.9625 -0.2387 -3.1293
O 1.7763 -0.8451 -1.6110
O 0.8456 0.3249 0.1430
C 1.4251 -1.8306 -4.1788
C 2.0486 -1.5389 -5.3930
C 2.5749 -2.5414 -6.1902
C 2.5343 -3.8566 -5.7541
C 1.9014 -4.1586 -4.5590
C 1.3342 -3.1586 -3.7899
S 0.1997 -3.7129 -2.5059
O 0.0515 -5.1331 -2.6813
O -1.0376 -2.9658 -2.8419
O 0.7004 -3.3539 -1.1671
H -0.9603 -1.3833 -2.7694
H 2.0935 -0.4990 -5.7047
H 3.0124 -2.2929 -7.1467
H 2.9715 -4.6414 -6.3538
H 1.7937 -5.1759 -4.2123
Br -4.2943 -5.8620 2.4943
C -3.9749 -4.9259 0.8791
C -4.8013 -5.1339 -0.2183
C -4.5329 -4.3907 -1.3595
C -3.4951 -3.4756 -1.3476
N -2.7239 -3.2753 -0.2781
C -2.9480 -3.9996 0.8170
H -5.6206 -5.8360 -0.1756
H -5.1414 -4.5124 -2.2416
H -3.2557 -2.8932 -2.2235
H -2.3031 -3.8157 1.6666
```

Values from the calculation:
Largest force on an atom = 4.0 eV Å⁻¹
Total charge = 0
E = -205255.43609 eV

Atom charges from the Löwdin analysis, given in e for atoms 1 to 4: 0.9948 -0.1059 -0.1264 -0.5007

***

- total charge of number 2 (C5H14N2)?
  +1

***

- largest force on an atom of number 1 (C27H16F5N5Pd)?
  3.6 eV Å⁻¹

***

- Look up the E of the third one.
  -205255.43609 eV